ORCA calculation (ωB97M-V with the def2-TZVPD basis set) on a cluster of 2 separate species, C11H15N in total in a non-equilibrium geometry.

The geometry in ORCA input format:
```
! wB97M-V def2-TZVPD RIJCOSX def2/J DEFGRID3
* xyz 0 1
C -1.485 -1.829 2.206
C -0.381 -1.145 1.492
C 0.455 -0.138 1.843
N 1.478 0.107 0.944
C 1.038 -0.588 -0.210
C 1.643 -0.617 -1.470
C 1.160 -1.499 -2.425
C 0.083 -2.321 -2.115
C -0.517 -2.333 -0.878
C -0.011 -1.461 0.111
H -1.540 -1.643 3.291
H -1.363 -2.906 2.216
H -2.439 -1.662 1.695
H 0.552 0.457 2.749
H 1.846 1.033 0.793
H 2.483 -0.005 -1.764
H 1.601 -1.470 -3.392
H -0.155 -2.993 -2.960
H -1.445 -2.862 -0.725
C -0.086 3.007 -0.866
C -0.652 2.935 0.569
H -0.820 3.577 -1.454
H 0.724 3.717 -1.072
H 0.269 2.076 -1.282
H 0.159 2.880 1.292
H -1.215 1.987 0.628
H -1.383 3.699 0.782
*
```

Values from the calculation:
Kohn-Sham gap = 8.93 eV
SMILES = Cc1c[nH]c2ccccc12.CC
LUMO = 0.97 eV
E_HOMO = -7.9593 eV